[1]
ORCA calculation (ωB97M-V/def2-TZVPD) on a molecular structure, C42H41BrO2P2Zr in a non-equilibrium geometry.

```
! wB97M-V def2-TZVPD RIJCOSX def2/J DEFGRID3
* xyz 2 1
Zr 0.571 -0.576 0.687
Br 0.298 2.501 5.973
P 1.145 0.631 -1.490
P -0.213 -1.634 -1.987
O 0.955 0.841 2.997
O -0.103 -1.025 3.037
C 1.085 -1.560 5.654
C 1.416 4.736 -1.005
C 2.478 -1.374 1.190
C 2.985 2.410 -0.594
C -2.301 3.486 3.178
C -3.197 1.210 1.239
C -0.518 0.917 -2.312
C -3.105 -4.392 0.255
C 0.961 0.735 6.236
C 1.699 2.340 -1.165
C -1.109 -2.136 -4.821
C 3.524 3.681 -0.381
C -2.777 0.462 2.450
C 1.767 -1.918 6.850
C -1.042 3.234 2.469
C -2.158 2.135 0.481
C 0.224 -4.598 -4.829
C -2.625 0.959 3.645
C 0.506 -0.123 3.726
C -0.863 -4.387 -5.688
C 2.771 4.846 -0.643
C -1.053 2.762 1.228
C 2.046 -0.923 7.754
C -1.226 -0.234 -2.387
C -1.178 -2.907 0.229
C -1.456 -3.134 -5.760
C -2.769 2.350 4.161
C -2.261 -3.634 -1.833
C 2.612 0.940 -6.192
C -1.309 -2.869 -1.162
C 0.826 -0.254 5.229
C 2.884 1.701 -3.872
C 0.872 3.484 -1.346
C 1.551 0.378 7.501
C 3.143 1.841 -5.263
C 2.121 0.639 -3.347
C -3.209 -4.367 -1.136
C -2.074 -3.713 0.954
C -0.313 -2.492 -3.703
C 1.874 -0.387 -4.299
C 1.969 -0.207 -5.696
C 0.532 -3.619 -3.891
H -2.231 -3.684 -2.921
H -0.136 3.428 -1.717
H 1.637 -1.398 -3.960
H -3.983 -4.924 -1.657
H -1.229 -5.221 -6.304
H -3.842 -4.956 0.815
H -2.677 -0.601 2.208
H -1.516 -1.122 -5.004
H -4.098 1.870 1.416
H 4.542 3.764 -0.007
H 2.656 1.110 -7.270
H 1.841 1.138 8.218
H -3.772 2.686 4.520
H 3.532 1.505 -0.340
H -3.391 0.381 0.532
H 3.353 2.429 -3.239
H -2.062 4.357 3.804
H 1.559 -0.952 -6.407
H -1.975 -3.778 2.046
H 1.430 -3.760 -3.297
H 3.148 -0.730 0.576
H -1.725 1.606 -0.351
H -2.215 -2.989 -6.532
H -2.392 0.258 4.462
H -0.069 2.703 0.738
H -2.072 2.465 5.025
H -2.287 -0.269 -2.587
H 2.051 -2.917 7.053
H 0.784 -5.538 -4.899
H -0.699 1.889 -2.798
H 3.220 5.830 -0.511
H -0.248 -2.420 0.720
H 0.756 5.616 -1.004
H -2.771 2.861 -0.047
H 2.781 -1.185 8.534
H -3.144 3.692 2.499
H 3.751 2.665 -5.637
H 2.205 -2.371 0.753
H -0.089 3.602 2.859
H 2.740 -1.432 2.308
H 0.679 -2.365 5.083
*
```

Calculated values
HOMO energy   -12.9340 eV
Max |F|   6.61 eV/A
ΔE to the lowest compared entry with this formula, charge and spin   5.650 eV

[2]
ORCA calculation (ωB97M-V/def2-TZVPD) on 3 unconnected molecules or ions with the total composition C42H41F5N2O11P in a non-equilibrium geometry.

```
! wB97M-V def2-TZVPD RIJCOSX def2/J DEFGRID3
* xyz 1 1
P 0.506 -2.105 -2.995
F -6.505 -1.172 0.928
F -4.669 -1.083 2.282
F -4.699 -2.696 0.666
F -0.884 0.538 -3.241
F -0.135 2.103 -1.856
O 1.139 -3.410 -3.436
O -7.318 1.495 -2.802
O -0.099 -0.006 4.037
O 4.527 5.486 0.535
O 1.394 -0.924 -3.898
O 4.102 -1.659 1.659
O 4.547 -3.170 3.340
O 2.181 0.268 3.579
O -11.049 -2.185 -3.613
O 8.520 3.297 3.251
O -1.127 -2.236 -3.539
N -0.915 -3.717 3.897
N 0.635 -1.596 -1.312
C -10.194 -1.341 -3.427
C -2.232 0.771 -1.306
C 0.077 -0.267 -0.953
C 5.202 4.248 2.417
C 4.554 -4.075 -0.327
C 7.604 3.800 2.628
C 3.352 -5.224 -2.311
C 2.829 5.120 -2.179
C -5.077 -1.350 0.916
C -2.848 -0.373 -0.462
C -7.847 -0.791 -2.975
C -8.786 -1.717 -3.178
C 5.443 4.983 1.158
C -9.583 1.026 -3.238
C -0.694 0.762 -1.855
C -10.522 0.101 -3.441
C 6.207 3.699 3.101
C -0.348 -1.302 4.707
C 1.039 -0.093 3.190
C -5.206 0.976 -0.427
C 1.275 -2.460 -0.300
C 1.623 5.693 -1.381
C 1.855 -3.917 -0.596
C 1.419 -2.029 1.219
C 3.362 3.717 -1.771
C 1.490 3.574 0.267
C 2.056 -2.914 2.381
C -1.306 -2.264 3.824
C 7.845 4.536 1.368
C -4.626 2.137 -1.281
C -8.175 0.650 -2.989
C 0.982 2.676 1.478
C -4.340 -0.271 0.009
C 6.840 5.085 0.685
C 2.693 2.986 -0.579
C -0.246 1.669 1.091
C 0.917 -0.626 1.660
C -3.110 1.998 -1.696
C 0.230 0.258 0.529
C 3.640 -2.540 2.438
C 3.318 -3.902 -1.343
C 0.938 4.959 -0.163
H 3.107 1.949 -0.283
H 2.009 -4.588 0.312
H -0.913 -4.128 2.949
H -2.371 -2.199 4.262
H 4.173 4.182 2.749
H 1.869 -4.040 2.304
H 3.904 -6.092 -1.816
H -5.207 3.064 -1.607
H 0.554 3.380 2.291
H 3.356 5.650 -3.042
H 3.394 -2.933 -1.966
H -0.947 2.274 0.434
H -1.400 -1.890 2.731
H 0.614 -1.817 5.052
H -0.815 1.501 2.090
H -2.635 2.815 -2.335
H 4.002 -4.903 -3.217
H -1.293 -3.192 -3.741
H 0.772 -0.742 -4.657
H 1.060 -4.483 -1.224
H 5.101 -3.060 -0.217
H -1.647 -4.261 4.399
H 8.874 4.602 1.036
H 1.239 6.727 -1.720
H 0.065 5.428 0.397
H 4.245 3.174 -2.280
H 4.230 -4.524 0.673
H -8.563 -2.776 -3.170
H -6.317 1.067 -0.126
H 1.672 -2.644 3.443
H 6.999 5.626 -0.240
H 1.894 2.125 1.903
H 5.313 -4.800 -0.802
H 2.327 -5.486 -2.741
H -9.805 2.086 -3.245
H -6.811 -1.049 -2.792
H -0.945 -1.026 5.658
H 4.862 -2.427 3.925
H 6.049 3.158 4.025
H -11.557 0.359 -3.624
H -2.259 -1.300 -0.160
*
```

Calculated values
HOMO energy   -10.4925 eV
Max |F|   6.65 eV/A

[3]
ORCA calculation (ωB97M-V/def2-TZVPD) on a molecular structure, C42H41INO2PmSTe in a non-equilibrium geometry.

```
! wB97M-V def2-TZVPD RIJCOSX def2/J DEFGRID3
* xyz 1 6
Pm 0.870 -0.327 -0.676
I 4.159 -0.216 0.533
Te -3.268 0.604 -0.835
S 1.911 -3.618 -1.527
O 1.669 -2.471 -0.515
O 0.041 -0.624 -2.764
N -1.428 -2.320 -2.508
C 0.258 -0.949 2.349
C 3.227 4.365 1.667
C 1.368 -1.453 3.225
C 4.540 -3.532 -2.353
C 1.135 -7.147 0.263
C 1.179 -5.028 -0.746
C 6.454 -3.863 -0.946
C -0.066 0.388 2.281
C 4.217 -4.006 -0.022
C 2.516 3.861 0.578
C -3.785 2.574 -0.368
C -0.268 -7.031 0.405
C -4.491 2.828 0.793
C -0.921 -5.921 -0.065
C -4.531 5.196 0.233
C -0.208 -4.906 -0.713
C -1.095 0.947 1.490
C 2.746 2.466 0.221
C -4.924 6.584 0.533
C 1.935 1.823 -0.738
C -4.952 1.740 1.780
C -3.485 3.600 -1.291
C 4.350 2.258 2.055
C -3.921 4.870 -1.003
C 3.697 1.726 1.006
C 4.157 3.596 2.383
C 1.055 2.611 -1.416
C -0.916 -1.379 -3.228
C 0.919 4.032 -1.195
C -1.901 0.017 0.789
C 5.935 -3.539 -2.141
C 3.697 -3.863 -1.309
C 1.553 4.610 -0.119
C -4.802 4.167 1.090
C -2.795 -2.406 0.688
C -1.261 2.471 1.547
C -0.612 -1.862 1.725
C -2.683 3.339 -2.521
C -1.436 -0.938 -4.668
C -1.747 -1.370 1.063
C 5.600 -3.992 0.113
C 1.865 -6.157 -0.320
H -3.787 -2.017 0.930
H 0.204 4.577 -1.762
H 0.536 1.086 2.864
H -2.578 -3.312 1.286
H 5.920 -4.188 1.113
H 0.966 -1.558 4.233
H -4.021 7.102 0.912
H 5.038 1.611 2.592
H -5.257 4.351 2.060
H -0.623 2.798 2.415
H -1.877 0.066 -4.421
H 1.437 5.656 0.149
H -5.332 7.056 -0.330
H 7.461 -4.083 -0.783
H -5.310 0.894 1.219
H -0.532 -2.918 1.755
H 1.645 -8.076 0.561
H 2.954 -6.205 -0.423
H -3.193 3.567 -3.448
H 3.060 5.336 1.996
H -0.738 -4.115 -1.193
H 4.671 4.047 3.235
H 1.742 -2.434 2.869
H -0.666 -0.705 -5.436
H -1.780 3.959 -2.473
H -3.713 5.682 -1.754
H -5.709 2.089 2.485
H -2.682 -2.797 -0.332
H 4.217 -3.389 -3.395
H -1.028 2.971 0.664
H -2.015 -5.931 0.074
H -2.363 2.316 -2.719
H -5.656 6.602 1.322
H -2.201 -1.620 -5.046
H 2.222 -0.781 3.191
H -2.283 2.749 1.805
H 0.457 2.148 -2.190
H -4.100 1.328 2.345
H 3.652 -4.353 0.815
H 6.485 -3.487 -3.036
H -0.781 -7.778 1.026
*
```

Calculated values
HOMO energy (spin up / spin down)   -10.0755 / -10.0776 eV
Max |F|   3.04 eV/A
⟨S²⟩   8.7653
ΔE to the lowest compared entry with this formula, charge and spin   1.327 eV